Record 1
ORCA calculation (ωB97M-V with the def2-TZVPD basis set) on a single CH3N3O3 molecule in a non-equilibrium geometry.

Each line ends with the natural charge from an NBO analysis.
Element x y z (Å)
O (0.98870, 0.77565, -1.95731)  -0.3084
O (-1.01711, -0.89948, 1.68360)  -0.5540
H (0.34198, -1.83063, 0.72830)  0.1545
C (-0.18422, -0.95506, 0.83869)  0.4995
O (1.07044, -1.32187, -1.52039)  -0.3726
H (-1.51126, 1.16300, 0.32222)  0.3825
H (-0.08841, 1.86126, 0.93221)  0.3787
N (-0.49087, 1.29640, 0.18946)  -0.6220
N (0.12099, 0.08338, 0.05469)  -0.2003
N (0.76976, -0.17266, -1.27149)  0.6421

**Total charge**: 0
**HOMO-LUMO gap**: 10.787 eV


Record 2
ORCA calculation (ωB97M-V with the def2-TZVPD basis set) on C25H40AsNO4PPdS2 as an isolated structure.

Each line ends with the Löwdin charge.
Element x y z (Å)
H (4.80098, 0.85679, 0.92139)  0.0927
Pd (0.12145, 1.22107, -0.06540)  0.8647
S (-0.11775, 3.64281, -0.81433)  0.1403
H (-1.55137, 2.16302, 3.95407)  0.0495
C (2.66503, 1.40618, -2.95264)  -0.0932
O (1.06852, 3.28316, 0.04774)  -0.4889
H (2.19415, 3.77312, 3.90109)  0.0549
H (1.40110, 1.25749, 5.54993)  0.0525
H (2.19352, 0.16461, 4.38696)  0.0476
C (1.35734, -3.00733, -0.62753)  -0.0317
H (-1.04400, 3.50774, 2.90644)  -0.0107
C (1.14091, -5.51989, -0.51076)  -0.0369
C (-6.72071, 0.46493, 0.02851)  -0.0354
H (4.06440, 1.64905, -0.47283)  0.0817
O (0.58060, 0.79191, 1.90542)  -0.6001
H (3.72300, 1.20914, -2.77652)  0.0687
C (2.22994, 3.14364, 3.01076)  -0.1836
H (2.34663, 2.24806, -2.33977)  0.0591
H (-6.91500, 1.48120, 0.37822)  0.0927
H (0.69334, -6.15266, -1.27823)  0.0896
S (-1.60917, 2.85422, 0.33268)  0.4825
H (4.08429, -2.05850, -1.34710)  0.0630
C (3.36513, -0.38407, -0.10497)  -0.4975
As (0.81275, 1.86630, 3.20023)  1.0462
C (2.22798, -1.02561, -3.57947)  -0.0803
C (-0.74308, 2.85172, 3.71709)  -0.2038
H (-2.92913, -0.79956, 2.94084)  0.0861
N (-1.10582, -0.27886, -0.58748)  -0.0186
C (-0.59056, -1.56024, -0.55934)  -0.2760
C (-2.58432, 0.54387, -2.82717)  -0.0184
H (0.46719, -0.04035, 4.76072)  0.0480
H (3.13346, 1.45751, 1.00888)  0.0279
H (3.19335, 2.64310, 2.96909)  0.0415
H (0.95285, -5.99664, 0.45322)  0.0911
H (1.97754, -0.79001, -4.61498)  0.0922
C (1.81555, 0.15742, -2.70279)  -0.5003
C (-3.10036, -0.34470, 0.85605)  -0.2156
H (2.06066, 3.73953, 2.11865)  0.0305
H (3.30077, -1.20889, -3.53635)  0.0715
C (-4.46748, -0.14896, 0.96314)  0.0040
O (-0.06948, 2.63314, -1.92195)  -0.4461
C (-2.49679, -0.11039, -0.39127)  -0.2944
H (0.77250, 0.40553, -2.92415)  0.0938
H (-3.31708, 0.87285, -3.56186)  0.0866
H (-0.47442, 3.42878, 4.60231)  0.0531
H (-7.15212, -0.22195, 0.75621)  0.0829
O (-0.22506, 5.00738, -1.18937)  -0.2821
H (-1.47764, -0.04996, 2.24527)  0.0385
C (-1.40876, -2.70582, -0.50886)  0.0090
H (2.43133, -3.13362, -0.67967)  0.1024
C (0.80403, -1.73435, -0.66654)  -0.2704
C (0.55324, -4.13952, -0.54365)  -0.2475
C (3.86938, 0.98097, 0.36657)  -0.0982
C (-3.24540, 0.30340, -1.50125)  -0.2037
H (-1.48116, -4.82623, -0.47633)  0.1279
H (2.55739, 1.70018, -3.99742)  0.0979
H (2.21749, -5.49871, -0.67195)  0.0796
H (-1.83455, -1.73234, 1.92491)  0.0829
C (-4.61617, 0.44296, -1.34822)  0.0118
C (4.41785, -1.09814, -0.95784)  -0.0883
C (1.26969, 0.68273, 4.63350)  -0.1816
H (-4.94658, -0.30889, 1.92347)  0.1233
C (-0.83639, -3.95557, -0.50958)  -0.0063
H (-5.21047, 0.73452, -2.20707)  0.1257
P (1.72383, -0.20828, -0.90364)  1.0687
H (3.13954, -1.00034, 0.77078)  0.1151
H (-1.81234, 1.30970, -2.74277)  0.0556
H (-2.11519, -0.36861, -3.20497)  0.0884
H (1.70408, -1.94479, -3.31301)  0.0734
C (-5.24296, 0.24029, -0.12581)  -0.2405
C (-2.29206, -0.75070, 2.05860)  -0.0201
H (-2.48424, -2.59658, -0.48613)  0.1283
H (-7.24236, 0.33654, -0.91872)  0.0822
H (5.30145, -1.27415, -0.34210)  0.0926
H (4.72574, -0.48142, -1.80095)  0.0724

**Total charge**: +1
**HOMO-LUMO gap (alpha / beta)**: 5.322 / 5.318 eV


Record 3
ORCA calculation (ωB97M-V with the def2-TZVPD basis set) on a 2-piece molecular cluster, C5H8O overall.

Each line ends with the natural charge from an NBO analysis.
Element x y z (Å)
H (-0.33755, -0.16508, 1.16736)  0.2133
C (-0.78436, 0.23364, 0.25467)  -0.2914
H (0.90103, 2.72646, -1.15698)  0.2228
C (0.78452, 1.65233, -1.28170)  -0.4811
H (-2.39289, -1.16098, -0.10052)  0.2153
C (-2.23756, -0.08107, 0.01533)  -0.6254
H (1.22024, -2.08597, -0.57340)  0.1102
H (-2.60753, 0.42152, -0.88222)  0.2213
O (2.88018, -0.96131, -0.87597)  -0.5062
H (1.38691, 1.17019, -2.04887)  0.2317
H (-2.83982, 0.24310, 0.87206)  0.2176
C (1.99474, -1.39565, -0.18483)  0.2840
H (1.89738, -1.13850, 0.88972)  0.1056
C (-0.01785, 0.95653, -0.52202)  0.0822

**Total charge**: 0
**HOMO-LUMO gap**: 10.460 eV


Record 4
ORCA calculation (ωB97M-V with the def2-TZVPD basis set) on C32H40CaFN8OPSSi as an isolated structure.

Each line ends with the Löwdin charge.
Element x y z (Å)
H (-1.52959, 0.40815, 0.38603)  0.0453
C (0.04411, -4.57685, -2.98236)  -0.0288
C (-2.34597, -2.19927, 0.23086)  -0.3108
C (-1.08081, 4.03945, 0.97631)  -0.3437
C (0.22740, -3.40230, -5.03725)  -0.1001
H (-1.41969, 1.05762, 3.18710)  0.0630
H (3.52690, 0.42483, -1.95881)  0.0516
N (0.72212, -0.55877, 2.27944)  0.0536
H (-2.55140, 4.46051, 3.07828)  0.1249
H (-4.12186, 4.06925, 2.33909)  0.1269
H (5.25474, 2.97532, 2.11896)  0.1116
F (0.21903, -3.42497, -0.95590)  -0.0939
N (-3.00121, 1.87638, 0.32874)  -0.1387
C (-2.29831, -2.57045, 2.93454)  -0.0008
C (-1.48344, 2.09886, 2.87162)  -0.3351
C (0.02349, -4.59653, -4.37030)  -0.1115
C (2.17204, 0.61118, -4.38465)  -0.1838
N (1.86666, -3.29092, 1.81891)  -0.4941
C (-3.50509, 1.61724, 1.66950)  -0.1923
C (-3.05030, 3.83591, 2.33089)  -0.2061
H (0.46181, 2.66467, -1.80030)  0.0136
H (1.75801, 0.60020, -5.38633)  0.0193
N (-2.89135, 2.43911, 2.70335)  -0.1513
C (-0.19199, -1.19998, 2.99717)  -0.2480
C (0.92383, -0.61677, 5.03274)  -0.0291
H (-0.11159, -5.46361, -2.38435)  0.1173
H (-4.23319, 3.51900, 0.02483)  0.1278
H (2.85676, -0.22540, -4.31428)  0.0255
H (5.69996, 1.88795, -0.08056)  0.1149
H (-0.72938, 4.33365, -0.01939)  0.0807
H (-4.58243, 1.82276, 1.67224)  0.1273
H (-0.14598, -5.51972, -4.90500)  0.0941
C (-0.83939, 1.00209, -3.88792)  -0.1668
C (1.88404, 0.03136, 4.27354)  0.0078
C (-3.33393, -3.13722, 2.20114)  -0.0399
H (-0.86139, -1.77781, 4.97426)  0.1032
C (4.63479, 2.16553, 1.76316)  -0.0396
H (3.99300, -1.10992, -1.23027)  0.0562
C (2.80472, 0.64687, 2.03269)  -0.2290
H (-0.75026, 1.96796, -4.37747)  0.0250
C (0.45858, -2.22194, -4.35481)  -0.0516
P (-0.44166, 2.33444, 1.35022)  1.0290
H (-2.74316, 3.49949, -0.94872)  0.1280
H (2.16503, 2.34729, -1.97776)  0.0250
H (-1.28425, 1.63296, -0.82552)  0.0581
H (-3.34872, 0.55984, 1.91277)  0.1224
N (-1.32741, -1.70771, 0.92459)  0.0943
C (-3.15967, 3.29077, 0.04055)  -0.2012
H (5.22605, 0.11445, -1.60622)  0.0922
N (3.01171, 0.12430, 0.82736)  0.0919
N (-2.53171, 4.16684, 1.01487)  -0.1579
C (4.02859, 0.55993, 0.09545)  -0.3090
Si (0.80550, 0.52381, -3.04756)  0.4086
C (1.74684, 0.03171, 2.88387)  -0.2388
H (-1.64713, 1.06829, -3.16654)  0.0088
S (2.94367, -3.73659, 0.92599)  0.6687
H (0.20678, -3.37752, -6.11615)  0.0991
C (4.87797, 1.57294, 0.54416)  -0.0098
H (2.75327, 1.52489, -4.29196)  0.0186
C (4.20718, -0.04436, -1.24809)  -0.0138
N (0.71857, -0.99437, -2.22629)  -0.1936
H (2.73993, 0.49393, 4.74224)  0.1107
H (-1.14000, 0.28310, -4.63957)  0.0174
H (-0.64768, 4.75184, 1.68940)  0.0832
H (-4.10985, -3.70156, 2.69593)  0.1110
H (3.34273, 2.14189, 3.48384)  0.1070
H (-1.55522, -1.28967, -1.52558)  0.0461
H (-3.32021, -1.29502, -1.41349)  0.0958
H (1.00441, -0.64426, 6.10870)  0.1139
O (3.09479, -3.01173, -0.39482)  -0.7228
H (-2.46377, -2.77689, -1.82225)  0.0929
H (1.24504, 1.52127, -0.74778)  -0.0313
H (-1.06849, 2.70330, 3.69051)  0.0892
Ca (1.27259, -1.57517, 0.03824)  1.2591
H (-4.15930, -3.34198, 0.23088)  0.1179
C (0.50516, -2.13218, -2.95055)  -0.3655
C (-1.60561, 1.46896, 0.20304)  -0.3380
C (3.57770, 1.69624, 2.53185)  -0.0124
C (-0.12425, -1.24721, 4.39503)  0.0016
H (-2.27527, -2.68524, 4.00440)  0.0982
C (-2.41731, -1.87309, -1.21943)  -0.0202
C (-1.30640, -1.86214, 2.25341)  -0.2130
C (1.20711, 1.87690, -1.77213)  -0.1864
C (0.26712, -3.38189, -2.34628)  -0.2315
H (0.61975, -1.33187, -4.93423)  0.0690
C (-3.36388, -2.94236, 0.83819)  -0.0070

**Total charge**: 0
**HOMO-LUMO gap**: 6.440 eV